Density functional theory data (the ωB97M-V functional and the def2-TZVPD basis) for a structure of composition C30H27BCl5F9IrNO4S3Si.

Its total charge is -2. The value obtained for the orbital gap is 5.6 eV. The value obtained for the calculated total energy is -172206.6514 eV. For the energy relative to the best compared isomer or geometry (same formula, charge and spin), the calculation gives 0.000 eV.

```
82
Properties=species:S:1:pos:R:3:forces:R:3
Ir -1.7233 2.2756 1.4306 0.1 0.0 0.0
C -5.6679 -3.4403 2.7426 0.0 0.0 0.0
Si -4.2074 -2.3114 3.1088 0.0 0.0 0.0
C -2.6251 -3.2781 2.8894 0.0 0.0 0.0
C -4.3742 -1.6800 4.8628 0.0 0.0 0.0
C -4.2750 -0.8865 1.8868 0.0 0.0 0.0
C -5.2415 -0.7996 0.8933 0.0 0.0 0.0
C -5.2456 0.2369 -0.0385 0.0 0.0 0.0
C -4.2519 1.1887 0.0392 0.0 0.0 0.0
N -3.3238 1.1320 0.9902 0.0 0.0 0.0
C -3.3071 0.1326 1.9026 0.0 0.0 0.0
S -1.9464 0.3504 2.9553 0.0 0.0 0.0
H -5.6685 -4.2791 3.4433 0.0 0.0 0.0
H -5.6161 -3.8539 1.7329 0.0 0.0 0.0
H -6.6216 -2.9180 2.8495 0.0 0.0 0.0
H -2.5786 -4.1143 3.5919 0.0 0.0 0.0
H -1.7589 -2.6365 3.0552 0.0 0.0 0.0
H -2.5535 -3.6788 1.8759 0.0 0.0 0.0
H -4.3286 -2.5062 5.5772 0.0 0.0 0.0
H -5.3263 -1.1621 5.0000 0.0 0.0 0.0
H -3.5713 -0.9783 5.0924 0.0 0.0 0.0
H -6.0104 -1.5619 0.8289 0.0 0.0 0.0
H -5.9914 0.2948 -0.8183 0.0 0.0 0.0
H -4.1650 2.0104 -0.6600 0.0 0.0 0.0
F 1.3445 2.6413 4.6435 0.0 0.0 0.0
C 1.6803 2.6772 3.3395 0.0 0.1 0.0
F 1.3935 1.4885 2.8270 0.0 -0.1 -0.1
F 3.0163 2.8403 3.2829 0.0 0.0 0.0
C 0.8915 3.8119 2.6055 0.0 0.0 0.0
O -0.3907 3.4948 2.4316 0.0 0.0 0.0
C 1.6280 4.1571 1.2657 0.0 0.0 0.0
F 1.9945 3.0552 0.6134 0.0 0.1 0.1
F 2.7387 4.9004 1.4575 0.0 0.0 0.0
F 0.8236 4.8575 0.4592 0.0 0.0 0.0
C 0.9149 5.0906 3.5105 0.0 0.0 0.0
F 2.1214 5.3383 4.0564 0.0 0.0 0.0
F 0.5704 6.1794 2.8032 0.0 0.0 0.0
F 0.0439 4.9877 4.5153 0.0 0.0 0.0
Cl -0.8294 2.9772 -2.0435 0.0 0.0 0.0
C -1.7654 4.1224 -1.1417 0.0 0.0 0.0
C -2.1041 3.8443 0.1840 0.0 0.0 0.0
C -2.8630 4.8327 0.8141 0.0 0.0 0.0
Cl -3.3414 4.4949 2.4606 0.0 0.0 0.0
C -3.2528 6.0241 0.2229 0.0 0.0 0.0
Cl -4.1849 7.1867 1.0955 0.0 0.0 0.0
C -2.8807 6.2665 -1.0952 0.0 0.0 0.0
Cl -3.3452 7.7384 -1.8712 0.0 0.0 0.0
C -2.1385 5.3073 -1.7780 0.0 0.0 0.0
Cl -1.6831 5.6074 -3.4175 0.0 0.0 0.0
C 7.1477 -5.9810 -3.0567 0.0 0.0 0.0
O 7.5614 -4.6790 -2.6838 0.0 0.0 0.0
C 7.4270 -3.6504 -3.5769 0.0 0.0 0.0
S 6.8040 -3.9673 -5.1162 0.0 0.0 0.0
S 7.9044 -2.1663 -2.9608 0.0 0.0 0.0
H 7.3483 -6.6043 -2.1844 0.0 0.0 0.0
H 7.7034 -6.3433 -3.9230 0.0 0.0 0.0
H 6.0854 -6.0046 -3.3052 0.0 0.0 0.0
C 3.9868 -1.1560 -3.6375 0.0 0.0 0.0
C 3.1519 -2.2498 -2.9575 -0.1 0.0 0.0
C 3.9786 -2.9002 -1.8378 0.0 0.0 0.0
C 2.8530 -3.3244 -4.0059 0.0 0.0 0.0
C 1.8677 -1.6572 -2.3636 0.0 0.0 0.0
C 0.6058 -2.1207 -2.7316 0.0 0.0 0.0
C -0.5764 -1.5971 -2.1983 0.0 0.0 0.0
C -0.4534 -0.5894 -1.2771 0.0 0.0 0.0
O -1.4310 0.0912 -0.6047 0.0 0.0 0.0
B -0.7587 1.0418 0.2036 0.0 0.0 0.0
O 0.6240 0.8819 0.0343 0.0 -0.1 0.0
C 0.7912 -0.1122 -0.8941 0.0 0.0 0.0
C 1.9568 -0.6223 -1.4145 0.0 -0.1 0.0
H 4.8901 -1.5897 -4.0726 0.0 0.0 0.0
H 4.3013 -0.3868 -2.9309 0.0 0.0 0.0
H 3.4050 -0.6752 -4.4286 0.0 0.0 0.0
H 4.8721 -3.3704 -2.2534 0.0 0.0 0.0
H 3.3822 -3.6560 -1.3195 0.0 0.0 0.0
H 4.3095 -2.1628 -1.1052 0.0 0.0 0.0
H 3.7944 -3.6885 -4.4220 0.0 0.0 0.0
H 2.2504 -2.9252 -4.8259 0.0 0.0 0.0
H 2.3222 -4.1749 -3.5697 0.0 0.0 0.0
H 0.5252 -2.9120 -3.4627 0.0 0.0 0.0
H -1.5481 -1.9683 -2.4979 0.0 0.0 0.0
H 2.9144 -0.2380 -1.0927 0.0 0.0 0.0
```
Positions in Å, forces in eV/Å.